{"formula": "C5H6N2", "method": "ωB97M-V/def2-TZVPD", "mol_weight_g_mol": 94.12, "e_above_lowest_ev": 3.397, "charge": 0, "smiles": "N#C[C@H]1C[C@H]2CN21", "e_tot_ha": -303.51122, "homo_ev": -10.08, "spin_multiplicity": 1, "elements": ["N", "C", "C", "C", "C", "C", "N", "H", "H", "H", "H", "H", "H"], "xyz": [[0.361, 1.616, 2.518], [0.394, 0.666, 1.860], [0.562, -0.391, 0.857], [-0.609, -1.014, 0.051], [0.083, -0.426, -1.207], [-0.181, 1.002, -1.047], [1.050, 0.282, -0.370], [1.227, -1.165, 1.269], [-1.570, -0.553, 0.288], [-0.674, -2.095, 0.082], [0.332, -0.983, -2.103], [-1.225, 1.169, -0.737], [0.250, 1.892, -1.461]]}

{"formula": "C5H6N2", "method": "ωB97M-V/def2-TZVPD", "mol_weight_g_mol": 94.12, "e_above_lowest_ev": 4.909, "charge": 0, "e_tot_ha": -303.45565, "homo_ev": -9.47, "spin_multiplicity": 1, "elements": ["N", "C", "C", "C", "C", "C", "N", "H", "H", "H", "H", "H", "H"], "xyz": [[-0.460, 2.560, 0.224], [-0.738, 1.442, 0.054], [-1.248, 0.141, -0.378], [-0.099, -0.580, -0.976], [1.039, 0.090, -0.147], [0.477, -0.817, 0.998], [-0.768, -1.114, 0.229], [-2.281, 0.140, -0.719], [-0.116, -1.098, -1.937], [2.075, -0.017, -0.433], [0.808, 1.429, -0.010], [0.984, -1.787, 1.101], [0.327, -0.390, 1.995]]}

{"formula": "C5H6N2", "method": "ωB97M-V/def2-TZVPD", "mol_weight_g_mol": 94.12, "e_above_lowest_ev": 4.817, "charge": 0, "e_tot_ha": -303.45906, "homo_ev": -9.05, "spin_multiplicity": 1, "elements": ["C", "C", "C", "N", "C", "C", "N", "H", "H", "H", "H", "H", "H"], "xyz": [[0.561, 1.106, 0.981], [1.835, 0.264, 1.169], [0.244, -1.068, 0.139], [-0.285, -1.802, -0.796], [-1.251, -0.987, -1.337], [-1.259, 0.252, -0.748], [-0.282, 0.183, 0.226], [0.768, 2.009, 0.396], [0.093, 1.376, 1.932], [2.344, 0.256, 0.186], [1.032, -1.339, 0.868], [-1.912, -1.367, -2.104], [-1.888, 1.117, -0.913]]}

{"formula": "C5H6N2O", "method": "ωB97M-V/def2-TZVPD", "mol_weight_g_mol": 110.12, "e_above_lowest_ev": 3.568, "charge": 0, "smiles": "C#C/C=C/NC(N)=O", "e_tot_ha": -378.73983, "homo_ev": -9.23, "spin_multiplicity": 1, "elements": ["C", "C", "C", "C", "N", "C", "N", "O", "H", "H", "H", "H", "H", "H"], "xyz": [[2.009, -1.851, -2.866], [1.550, -1.594, -1.788], [0.745, -0.806, -0.750], [-0.157, 0.187, -0.969], [-0.774, 1.089, 0.106], [-0.843, 0.737, 1.325], [-1.331, 1.781, 2.215], [-0.426, -0.314, 1.848], [2.290, -2.405, -3.793], [0.953, -1.417, 0.188], [-0.231, 0.603, -2.073], [-0.846, 2.204, 0.027], [-1.474, 1.340, 3.076], [-2.375, 2.067, 1.830]]}